{
  "formula": "C25H40N5O4S2Si2Ti",
  "method": "ωB97M-V/def2-TZVPD",
  "relative_energy_kcal_mol": 26.2,
  "gap_ev": 6.02,
  "total_energy_ev": -102760.491,
  "charge": -1,
  "homo_energy_ev": -3.5,
  "lumo_ev": 2.487,
  "symbols": ["Ti", "S", "S", "Si", "Si", "O", "O", "O", "O", "N", "N", "N", "N", "N", "C", "C", "C", "C", "C", "C", "C", "C", "C", "C", "C", "C", "C", "C", "C", "C", "C", "C", "C", "C", "C", "C", "C", "C", "C", "H", "H", "H", "H", "H", "H", "H", "H", "H", "H", "H", "H", "H", "H", "H", "H", "H", "H", "H", "H", "H", "H", "H", "H", "H", "H", "H", "H", "H", "H", "H", "H", "H", "H", "H", "H", "H", "H", "H", "H"],
  "xyz": [[-0.19643, 0.99875, -0.32825], [1.11424, 2.71376, -2.08938], [2.91738, 1.10364, 1.07879], [-2.12803, -0.26094, -2.97621], [-3.18146, 2.30426, -1.30934], [3.33739, 0.17724, 0.05439], [-0.99603, 2.21556, 0.95601], [-0.75689, 3.67952, 2.63006], [3.83605, 2.15956, 1.44190], [1.47850, 1.69851, 0.75297], [1.72375, 0.11561, -2.29581], [2.89469, 1.50972, -3.65037], [0.86790, -0.36243, -1.29207], [0.04143, -1.63913, 1.15468], [2.73705, 0.12145, 2.55883], [0.54378, -3.20681, 2.89374], [-2.56577, 4.06252, -1.02072], [-0.29002, 3.00395, 1.73925], [1.83180, -0.23346, 4.75250], [-4.04581, 1.59171, 0.20515], [-3.62069, -0.07242, -4.13120], [1.21357, -1.70967, -0.97411], [3.47562, -1.73271, 3.89072], [1.93007, 1.36234, -2.65996], [2.06086, -2.47953, -1.95272], [-0.94928, -0.68296, 0.69159], [0.87246, -2.27860, 0.21490], [2.63134, -1.35869, 4.92835], [-0.05195, -2.08565, 2.44239], [-2.45479, -1.92405, -2.14482], [1.18020, 2.98908, 1.36964], [1.87383, 0.49892, 3.57804], [1.25701, -3.99591, 1.93191], [-4.59262, 2.60807, -2.54415], [-1.78990, 1.21820, -1.89683], [3.53546, -1.00025, 2.71381], [-0.69806, -0.56702, -4.18065], [2.55378, -2.16242, 6.19606], [1.39037, -3.56862, 0.66421], [3.69742, 0.90340, -3.55659], [-1.28861, 1.87009, -2.62940], [2.86861, -1.57332, 7.06015], [-5.16876, 3.45713, -2.16191], [4.08844, -2.62109, 3.99700], [-1.71272, 4.14056, -0.35189], [-1.47720, -0.29341, 1.56258], [-3.59699, -0.90595, -4.83998], [-4.27808, 0.53632, 0.02759], [1.72512, -2.35328, -2.98834], [1.53223, -2.49822, 6.38654], [1.14787, 0.07015, 5.53788], [-0.20413, 0.35712, -4.48920], [1.22420, 1.35928, 3.46270], [-1.67605, -1.18728, 0.04995], [-4.99138, 2.10962, 0.38761], [-3.59887, 0.85627, -4.70333], [-2.28336, 4.48806, -1.98952], [-1.55192, -2.35513, -1.70659], [-3.36971, 4.68175, -0.61296], [4.18386, -1.30599, 1.90404], [1.69814, -4.94180, 2.22252], [-3.22155, -1.87372, -1.36824], [-0.66606, -1.46077, 3.07646], [3.19177, -3.04459, 6.14313], [1.94470, -4.17836, -0.02979], [-3.43171, 1.66145, 1.10196], [0.45245, -3.49254, 3.93044], [-4.23489, 2.87361, -3.54062], [1.34012, 3.79868, 0.64310], [1.79273, 3.21882, 2.24052], [0.05350, -1.22064, -3.73854], [2.29708, -0.58271, -2.73705], [-2.81442, -2.61320, -2.91543], [1.99477, -3.54700, -1.78043], [3.12317, -2.20854, -1.89417], [3.16188, 2.47350, -3.76565], [-4.57512, -0.11594, -3.60394], [-5.27705, 1.76541, -2.64460], [-1.08029, -1.05888, -5.07931]],
  "atomic_forces_ev_per_a": [[-0.3, 0.2, -0.5], [-0.1, -0.2, 0.0], [-0.1, 0.0, -0.1], [0.1, 0.1, 0.1], [0.0, -0.1, 0.1], [0.0, 0.0, 0.0], [0.0, 0.1, 0.0], [0.1, 0.0, 0.0], [0.0, 0.0, 0.0], [0.0, -0.1, 0.3], [0.0, 0.0, 0.1], [0.0, -0.1, 0.0], [0.3, -0.3, -0.3], [-0.1, 0.0, 0.1], [0.1, -0.1, 0.0], [-0.1, 0.0, 0.0], [0.0, 0.0, -0.1], [-0.2, -0.1, 0.0], [0.0, 0.0, 0.0], [0.0, 0.0, 0.0], [0.0, 0.0, 0.0], [-0.2, 0.1, 0.2], [0.0, 0.0, 0.0], [0.1, 0.0, 0.0], [0.0, -0.1, -0.1], [0.0, 0.0, -0.1], [0.2, -0.2, 0.0], [0.1, 0.0, -0.1], [0.1, 0.0, 0.0], [0.0, 0.0, 0.0], [0.1, 0.2, 0.1], [-0.1, 0.1, 0.0], [0.0, 0.0, 0.0], [0.0, 0.0, 0.0], [-0.1, 0.0, 0.2], [0.0, 0.0, 0.0], [0.0, 0.0, 0.0], [0.0, 0.0, 0.1], [0.0, 0.1, -0.1], [0.0, 0.0, 0.0], [0.0, 0.0, 0.0], [0.0, 0.0, 0.0], [0.0, 0.0, 0.0], [0.0, 0.0, 0.0], [0.0, 0.0, 0.0], [0.0, 0.1, 0.0], [0.0, 0.0, 0.0], [0.0, 0.0, 0.0], [0.0, 0.0, 0.0], [0.0, 0.0, 0.0], [0.0, 0.0, 0.0], [0.0, 0.0, 0.0], [0.0, 0.0, 0.0], [0.0, 0.0, 0.1], [0.0, 0.0, 0.0], [0.0, 0.0, 0.0], [0.0, 0.0, 0.0], [0.0, 0.0, 0.0], [0.0, 0.0, 0.0], [0.0, 0.0, 0.0], [0.0, 0.0, 0.0], [0.0, 0.0, 0.0], [0.0, 0.0, 0.0], [0.0, 0.0, 0.0], [0.0, 0.0, 0.0], [0.0, 0.0, 0.0], [0.0, 0.0, 0.0], [0.0, 0.0, 0.0], [0.0, 0.0, 0.0], [0.0, 0.0, 0.0], [0.0, 0.0, 0.0], [0.0, 0.0, 0.0], [0.0, 0.0, 0.0], [0.0, 0.0, 0.0], [0.0, 0.0, 0.0], [0.0, 0.0, 0.0], [0.0, 0.0, 0.0], [0.0, 0.0, 0.0], [0.0, 0.0, 0.0]]
}

=====

{
  "formula": "C25H41BCl20N4O3",
  "method": "ωB97M-V/def2-TZVPD",
  "relative_energy_kcal_mol": 165.5,
  "gap_ev": 7.53,
  "smiles": "CCB(O)c1nc2c(O)ccc(CCC(N)=O)c2nc1CCN.ClCCl.ClCCl.ClCCl.ClCCl.ClCCl.ClCCl.ClCCl.ClCCl.ClCCl.ClCCl",
  "total_energy_ev": -289812.000,
  "homo_energy_ev": -8.0,
  "lumo_ev": -0.508,
  "symbols": ["Cl", "Cl", "Cl", "Cl", "Cl", "Cl", "Cl", "Cl", "Cl", "Cl", "Cl", "Cl", "Cl", "Cl", "Cl", "Cl", "Cl", "Cl", "Cl", "Cl", "O", "O", "O", "N", "N", "N", "N", "C", "C", "C", "C", "C", "C", "C", "C", "C", "C", "C", "C", "C", "C", "C", "C", "C", "C", "C", "C", "C", "C", "C", "C", "C", "B", "H", "H", "H", "H", "H", "H", "H", "H", "H", "H", "H", "H", "H", "H", "H", "H", "H", "H", "H", "H", "H", "H", "H", "H", "H", "H", "H", "H", "H", "H", "H", "H", "H", "H", "H", "H", "H", "H", "H", "H", "H"],
  "xyz": [[1.77725, -2.26524, 4.12119], [2.67041, -0.33967, 6.87404], [0.08724, -5.72415, -4.30094], [-1.11637, -8.45904, -5.79889], [4.85577, -2.24797, 7.17406], [-6.79353, 4.00055, 3.34595], [-5.97679, 0.36380, 4.48940], [-1.08942, 8.07974, -2.00917], [0.59506, -4.80131, 3.28778], [-7.38982, -1.57064, 2.82832], [4.74500, 2.88052, -4.63566], [-0.93852, -0.06179, -6.76650], [-5.66355, 5.11441, 5.79374], [1.10834, 6.18680, -1.68400], [-0.40471, -1.83372, 8.83292], [1.10457, -4.54851, -1.83301], [-1.54972, -2.97128, 6.40400], [0.19651, 1.59677, -4.64962], [-1.06733, -6.17577, -7.61502], [5.11849, 1.13294, -6.94260], [-4.34519, -0.67592, 0.56653], [-1.21934, 4.34425, 2.57701], [4.86859, 0.29133, 0.07026], [-1.18218, -1.42108, -3.64502], [-1.70221, 1.70901, 1.44237], [4.84914, 0.05783, -2.29110], [0.16827, 0.67686, -0.92895], [4.42378, -0.56072, 6.87084], [-2.83146, -1.26311, 2.72458], [0.74845, -6.05076, -2.69484], [-1.44020, -2.11068, 2.61126], [-0.59762, 2.45916, 0.89991], [-7.37496, 0.08650, 3.44491], [4.07746, 2.35603, -1.17089], [-1.87400, 0.45822, 0.77152], [0.81671, 4.82699, 1.09180], [-0.45608, -1.79856, -2.36929], [0.66592, 7.87056, -2.00227], [-0.95906, -0.02091, -0.40100], [2.57932, 2.42879, -1.83435], [4.37505, 1.30459, -5.34747], [-0.32824, 3.89043, 1.53041], [-0.05916, -2.52207, 7.24183], [1.77994, 4.27574, -0.05127], [-1.32342, -1.45917, -1.06450], [4.62178, 0.84419, -1.05407], [0.24948, 1.18477, -6.36909], [2.03787, -3.77953, 3.24686], [1.51456, 2.86230, -0.68750], [-1.39095, -7.90657, -7.45524], [0.31148, 1.93389, -0.23735], [-5.30859, 4.43711, 4.20017], [-3.10774, -0.49984, 1.29006], [1.66809, -6.62480, -2.80072], [2.86485, -4.31641, 3.70977], [-1.10502, -0.40233, -3.79916], [-2.42862, -8.09862, -7.72477], [-2.42302, -1.35264, -1.42126], [4.81589, -0.26418, 5.89879], [-1.76488, 5.08404, 2.21784], [-2.61072, -0.42005, 3.48400], [-8.28528, 0.26011, 4.01718], [3.29460, 1.20740, -5.44787], [-0.55426, -1.45026, 2.26732], [4.75548, 0.52268, -4.69374], [1.09439, 8.50167, -1.22469], [-3.71932, -1.90151, 3.06740], [5.70772, 0.38644, -2.76542], [4.94220, -0.94055, -2.01371], [0.62259, -1.41830, -2.34096], [2.65030, 4.94819, -0.36904], [2.28030, -3.55207, 2.20942], [0.55815, -3.41075, 7.36707], [-0.72855, -8.45341, -8.12495], [1.06103, 8.16366, -2.97436], [0.03329, 2.07823, -6.95335], [4.86021, 0.06208, 7.65050], [-1.17001, -2.51814, 3.65249], [-0.38112, -2.95706, -2.41451], [0.47360, -1.78486, 6.64514], [0.95270, 5.86773, 1.56383], [4.06542, 2.78295, -0.09375], [-0.71638, -1.89496, -4.44735], [-7.33087, 0.77694, 2.60346], [1.24483, 0.81576, -6.61416], [4.81947, 3.03465, -1.74884], [0.02014, -6.62333, -2.12191], [-1.27589, -2.27661, -0.24572], [-1.61220, -2.93894, 1.83783], [2.28091, 1.47668, -2.38737], [-4.97204, -1.01902, 1.25692], [2.61936, 3.34062, -2.54970], [-4.76781, 5.17805, 3.61314], [-4.69581, 3.54483, 4.32312]],
  "atomic_forces_ev_per_a": [[0.2, 0.0, 0.0], [0.1, 0.3, 0.1], [0.1, 0.1, 0.1], [-0.1, -0.3, -0.2], [0.1, 0.0, 0.0], [0.0, 0.0, -0.1], [0.0, 0.1, 0.0], [0.0, 0.1, 0.0], [0.1, -0.2, 0.0], [0.0, 0.0, -0.1], [0.0, 0.0, 0.0], [0.1, 0.0, -0.1], [0.1, 0.0, 0.0], [-0.4, 1.0, -0.7], [0.1, 0.0, 0.0], [0.5, -0.6, 0.3], [0.0, 0.0, -0.1], [0.2, 0.2, 0.0], [0.0, 0.0, -0.1], [0.0, -0.1, -0.1], [1.8, 0.4, 2.4], [0.9, -0.3, -2.1], [-1.5, 2.3, -4.4], [1.0, 0.1, 0.6], [2.3, -2.5, -3.9], [-0.1, 0.7, 1.5], [-4.1, 1.0, 4.2], [0.2, 0.2, -0.1], [0.8, 0.8, -0.3], [0.0, -0.3, 0.0], [-0.6, 0.2, 0.2], [0.6, 0.7, 0.0], [-0.2, 0.3, 0.0], [0.2, -0.4, 0.4], [1.5, 2.2, -0.9], [-1.3, -4.5, -1.2], [-0.3, -1.6, -0.2], [0.2, 0.2, -0.3], [1.1, 0.7, -0.1], [-0.1, 1.4, 1.0], [-0.1, -0.2, 0.0], [2.1, 1.1, -1.5], [0.2, 0.0, -0.1], [-3.0, -3.4, 1.5], [-0.1, 1.5, -0.2], [1.2, -1.3, 2.7], [0.1, 0.1, -0.2], [0.2, -0.1, -0.2], [-0.2, 2.3, 1.7], [-0.1, -0.2, -0.2], [1.2, 2.0, 0.3], [0.3, -0.1, 0.0], [-0.8, -0.5, 0.3], [-0.1, 0.2, 0.0], [-0.2, 0.1, 0.0], [0.0, -0.9, 0.0], [0.1, 0.1, 0.1], [1.7, -0.4, 0.7], [-0.2, -0.1, 0.1], [0.7, -0.9, 0.2], [-0.6, -1.3, -0.9], [0.2, -0.1, 0.0], [0.2, 0.1, 0.0], [-1.6, -1.0, 0.5], [-0.1, 0.2, -0.1], [-0.1, -0.2, 0.0], [1.4, 0.8, -0.3], [-0.7, -0.2, 0.4], [0.2, 1.1, -0.2], [-1.5, -0.3, 0.3], [-1.3, -1.6, 0.6], [-0.2, 0.0, 0.2], [-0.2, 0.1, 0.0], [0.0, 0.1, 0.2], [-0.2, -0.1, 0.1], [-0.1, -0.1, 0.2], [-0.2, -0.2, 0.0], [-0.5, 0.4, -1.8], [-0.3, 2.4, 0.1], [-0.2, -0.1, 0.1], [-0.3, -2.0, -0.8], [-0.1, -1.0, -1.8], [-0.5, 0.6, 0.9], [0.1, -0.2, 0.1], [-0.2, 0.0, 0.1], [-1.2, -1.5, 0.7], [0.1, 0.2, -0.1], [0.1, 1.3, -1.4], [0.5, 0.9, 1.3], [0.4, 1.4, 0.9], [0.6, 0.1, -1.1], [-0.2, -1.8, 0.9], [-0.2, -0.1, 0.1], [-0.2, 0.1, 0.0]]
}

=====

{
  "formula": "C25H41BeBrN2P2",
  "method": "ωB97M-V/def2-TZVPD",
  "relative_energy_kcal_mol": 90.6,
  "gap_ev": 4.81,
  "total_energy_ev": -118571.120,
  "charge": 2,
  "homo_energy_ev": -13.4,
  "lumo_ev": -8.627,
  "symbols": ["Br", "P", "P", "N", "N", "C", "C", "C", "C", "C", "C", "C", "C", "C", "C", "C", "C", "C", "C", "C", "C", "C", "C", "C", "C", "C", "C", "C", "C", "C", "Be", "H", "H", "H", "H", "H", "H", "H", "H", "H", "H", "H", "H", "H", "H", "H", "H", "H", "H", "H", "H", "H", "H", "H", "H", "H", "H", "H", "H", "H", "H", "H", "H", "H", "H", "H", "H", "H", "H", "H", "H", "H"],
  "xyz": [[2.45021, 2.82906, 2.98594], [-1.98790, 4.20252, 0.55116], [-2.37148, 0.36146, -2.69356], [0.35741, 0.96579, -1.60705], [4.29341, 6.16397, -6.35440], [2.77303, 4.33670, -0.65160], [-3.39316, 1.53346, -3.68416], [3.23374, 6.75935, -5.77960], [2.89774, 1.81983, 0.47097], [-4.38151, 2.79613, 0.52097], [-4.72704, -0.46167, -1.30566], [-0.15772, 5.81974, -0.65525], [4.59804, 4.90774, -5.98360], [3.84224, 4.15854, -5.05746], [-3.34560, -1.83044, -4.13703], [3.09262, 4.27023, 0.71946], [1.64409, 4.09949, -3.72013], [-2.87825, 2.59781, 0.37574], [2.38956, 6.10867, -4.85110], [2.36874, 3.18924, -1.41321], [-1.81940, 5.26182, 3.16374], [-2.08756, -1.15737, -3.64435], [3.04241, 2.97057, 1.28972], [-3.21707, -0.33917, -1.20102], [-1.53549, 4.00599, 2.34188], [-0.46271, 4.29174, -0.41689], [-2.67640, 2.14633, -4.90855], [2.92074, 1.95481, -0.90221], [1.45889, 3.48179, -2.62121], [2.63780, 4.73770, -4.54272], [0.36944, 2.84189, -1.58898], [-2.56882, 2.20904, -0.60440], [-2.40887, 1.38959, -5.66478], [-0.30875, 0.79694, -2.40993], [-4.93441, 2.25212, -0.24786], [-2.77237, -1.33066, -1.02660], [5.48443, 4.46744, -6.46466], [-4.29555, 0.98400, -3.97319], [-1.58871, 5.06149, 4.21441], [-2.18168, 3.17918, 2.68902], [-1.52473, -1.85564, -3.01320], [2.70924, 0.85909, 0.95298], [-5.22518, 0.51231, -1.27713], [-2.52444, 1.93315, 1.17300], [-3.33944, 2.89144, -5.38439], [-5.13055, -1.04391, -0.46377], [1.06730, 0.17136, -1.77271], [-5.04467, -0.97345, -2.21758], [2.86612, 5.30745, -1.15046], [3.06485, 1.12090, -1.55221], [-0.90179, 6.23056, -1.36453], [-1.43562, -0.90843, -4.48611], [-0.09498, 0.63677, -0.74162], [-3.13691, -2.67386, -4.79490], [-0.84473, 3.82537, -1.41976], [-1.75748, 2.67684, -4.59910], [-4.66112, 3.85383, 0.47537], [3.00286, 7.79349, -6.05788], [0.83650, 6.01311, -1.09073], [-3.97985, -1.15854, -4.70727], [0.39404, 3.78167, 0.10341], [-2.87258, 5.55835, 3.11877], [1.53464, 6.61502, -4.39749], [-4.74541, 2.42655, 1.48474], [-3.73811, 2.36799, -3.05146], [-0.48097, 3.67657, 2.34282], [4.13045, 3.12766, -4.82244], [-1.23184, 6.11833, 2.82082], [-2.95937, 0.27933, -0.32981], [-3.95129, -2.23402, -3.33184], [3.23104, 5.19991, 1.32862], [-0.21099, 6.42559, 0.27183]],
  "atomic_forces_ev_per_a": [[0.0, -0.2, 2.3], [-2.7, 1.0, 1.4], [0.7, 0.6, 0.3], [0.9, -0.8, -0.2], [-0.8, -0.2, 0.6], [0.2, 0.2, 0.6], [-0.8, -0.3, 0.0], [-0.2, -0.4, 0.5], [1.4, 1.1, 1.2], [-0.6, 0.1, 0.1], [-0.7, -0.2, 0.2], [0.2, -0.1, -0.6], [-0.3, 0.0, 0.7], [-0.7, -0.3, -0.7], [-0.5, -0.6, -0.4], [0.2, -0.4, -1.0], [4.1, -1.1, 3.0], [1.2, 0.0, -0.4], [0.5, -0.3, -0.6], [2.5, 1.4, 0.8], [0.2, 0.0, 0.2], [0.0, -0.2, -0.6], [-1.7, 0.2, -2.3], [-0.2, 0.3, 0.0], [0.1, 0.1, -0.5], [0.7, -0.1, -0.6], [0.0, -0.1, 0.1], [-2.6, 1.1, -1.0], [0.8, 0.7, -3.3], [-0.9, 1.4, -1.1], [0.1, -2.5, 1.1], [-0.4, -0.2, 0.1], [-0.1, 0.3, 0.3], [-0.5, 0.0, 1.1], [0.1, 0.2, 0.1], [0.0, 0.3, -0.2], [-0.5, 0.2, 0.4], [0.0, 0.3, -0.2], [0.1, 0.2, -0.1], [0.5, 0.3, 0.0], [0.0, 0.3, 0.0], [0.8, 0.1, -0.2], [0.1, -0.2, -0.1], [0.1, -0.2, -0.5], [0.3, -0.4, 0.2], [0.1, 0.2, -0.2], [-0.5, 2.2, 0.4], [0.0, 0.2, 0.2], [-0.6, -0.3, 0.2], [-0.4, -0.6, -0.2], [0.3, -0.3, 0.5], [0.0, 0.0, 0.0], [-0.3, 0.1, -0.6], [0.2, 0.0, 0.0], [0.2, 0.6, 0.8], [-0.3, -0.2, -0.1], [0.0, -0.2, -0.2], [0.3, -0.4, 0.0], [-0.4, -0.3, 0.2], [-0.1, 0.2, -0.1], [-0.3, 0.0, -0.5], [0.2, -0.2, -0.1], [0.2, -0.1, -0.3], [0.2, 0.0, -0.1], [0.2, -0.4, 0.1], [-0.3, 0.1, 0.6], [-0.2, 0.5, -0.1], [0.0, -0.1, 0.1], [-0.1, -0.4, -0.3], [0.0, 0.0, 0.2], [0.1, -1.1, -0.7], [-0.1, -0.7, -0.3]]
}